No. 1
Here is a cluster of 10 separate species, C50H125N5O20 in total in a non-equilibrium geometry from OMol25. Energies are from ωB97M-V/def2-TZVPD.

CARTESIAN COORDINATES (ANGSTROEM)
C1 -6.11 4.11 0.31
O1 -5.78 3.97 1.72
C2 -5.95 2.66 2.21
C3 -6.28 2.70 3.80
C4 -5.09 3.17 4.74
N1 -6.61 1.32 4.12
H1 -5.96 5.15 0.02
H2 -7.07 3.71 0.01
H3 -5.37 3.57 -0.29
H4 -6.80 2.17 1.73
H5 -5.04 2.12 1.94
H6 -7.16 3.31 4.00
H7 -4.34 2.48 4.36
H8 -5.36 3.00 5.78
H9 -4.87 4.22 4.55
H10 -6.65 1.24 5.12
H11 -7.46 0.97 3.69
C5 8.77 -1.15 1.41
O2 8.03 -0.29 0.52
C6 6.91 -0.99 -0.04
C7 7.35 -1.65 -1.33
C8 8.11 -0.76 -2.30
N2 6.20 -2.19 -2.00
H12 8.05 -1.63 2.07
H13 9.48 -0.57 2.00
H14 9.31 -1.91 0.85
H15 6.31 -1.53 0.69
H16 6.18 -0.23 -0.33
H17 7.99 -2.53 -1.27
H18 7.40 0.03 -2.57
H19 8.42 -1.22 -3.23
H20 8.99 -0.26 -1.89
H21 5.79 -3.04 -1.65
H22 5.47 -1.49 -2.00
C9 2.75 -5.91 0.39
O3 2.67 -6.34 -0.92
C10 1.38 -6.25 -1.49
C11 1.39 -6.36 -3.08
C12 -0.02 -6.49 -3.65
N3 2.18 -7.54 -3.39
H23 2.08 -6.69 0.77
H24 2.29 -4.93 0.54
H25 3.77 -6.05 0.75
H26 0.68 -6.99 -1.10
H27 0.91 -5.29 -1.27
H28 1.86 -5.56 -3.64
H29 0.08 -6.49 -4.73
H30 -0.76 -5.76 -3.34
H31 -0.51 -7.42 -3.35
H32 1.52 -8.30 -3.42
H33 2.69 -7.83 -2.57
C13 -3.23 -7.99 4.21
O4 -2.39 -6.99 4.78
C14 -1.02 -7.19 4.69
C15 -0.30 -6.47 5.87
C16 -0.67 -4.97 5.99
N4 1.10 -6.60 5.81
H34 -4.20 -7.48 4.16
H35 -3.31 -8.94 4.74
H36 -2.80 -8.15 3.22
H37 -0.64 -8.21 4.64
H38 -0.70 -6.65 3.80
H39 -0.70 -7.03 6.72
H40 0.12 -4.37 6.43
H41 -1.59 -4.86 6.56
H42 -0.73 -4.52 5.00
H43 1.20 -7.59 5.60
H44 1.46 -6.69 6.75
C17 -1.46 7.05 -2.50
O5 -0.92 8.39 -2.41
C18 -1.85 9.24 -1.72
C19 -1.28 10.62 -2.06
C20 -2.09 11.60 -1.23
N5 -1.23 10.85 -3.51
H45 -2.31 6.98 -3.18
H46 -1.64 6.68 -1.50
H47 -0.61 6.46 -2.83
H48 -2.84 9.00 -2.10
H49 -1.79 9.02 -0.66
H50 -0.27 10.55 -1.67
H51 -1.96 11.49 -0.15
H52 -3.16 11.48 -1.41
H53 -1.76 12.63 -1.37
H54 -2.17 11.11 -3.80
H55 -1.18 9.89 -3.85
C21 -4.52 -6.20 -7.04
O6 -5.08 -4.92 -6.84
C22 -6.45 -4.78 -6.69
C23 -7.15 -5.70 -5.62
O7 -6.78 -5.47 -4.27
C24 -7.02 -4.18 -3.74
C25 -6.34 -4.19 -2.32
O8 -7.34 -4.47 -1.31
C26 -6.78 -4.31 0.02
H56 -4.79 -6.90 -6.25
H57 -3.45 -6.36 -7.17
H58 -4.94 -6.66 -7.93
H59 -6.88 -4.85 -7.69
H60 -6.60 -3.75 -6.38
H61 -6.99 -6.74 -5.87
H62 -8.23 -5.59 -5.76
H63 -8.06 -3.83 -3.74
H64 -6.57 -3.38 -4.33
H65 -5.85 -3.22 -2.25
H66 -5.56 -4.96 -2.27
H67 -5.98 -5.05 0.10
H68 -7.57 -4.48 0.75
H69 -6.27 -3.36 0.07
C27 6.40 5.35 -3.98
O9 6.43 5.83 -2.60
C28 5.14 6.00 -1.91
C29 5.31 6.83 -0.54
O10 6.05 6.30 0.54
C30 5.79 4.93 0.84
C31 6.77 4.46 2.03
O11 6.43 5.37 3.10
C32 7.35 5.42 4.16
H70 6.09 6.11 -4.70
H71 5.68 4.55 -4.11
H72 7.44 5.13 -4.22
H73 4.66 5.05 -1.69
H74 4.56 6.59 -2.62
H75 4.28 6.89 -0.18
H76 5.74 7.81 -0.72
H77 6.18 4.33 0.01
H78 4.73 4.77 1.05
H79 7.80 4.68 1.75
H80 6.75 3.42 2.34
H81 7.07 6.24 4.82
H82 8.39 5.66 3.97
H83 7.41 4.52 4.77
C33 1.20 0.99 1.87
O12 0.12 1.10 1.01
C34 -0.48 -0.10 0.71
C35 -0.86 -0.23 -0.76
O13 0.15 -0.05 -1.73
C36 -0.20 -0.54 -3.04
C37 -1.17 0.27 -3.85
O14 -2.54 0.27 -3.35
C38 -3.53 1.04 -4.12
H84 1.98 0.46 1.32
H85 0.96 0.39 2.74
H86 1.63 1.93 2.21
H87 -1.36 -0.20 1.35
H88 0.16 -0.96 0.86
H89 -1.68 0.46 -0.95
H90 -1.36 -1.19 -0.91
H91 -0.46 -1.60 -2.92
H92 0.75 -0.55 -3.56
H93 -1.10 0.05 -4.92
H94 -0.88 1.32 -3.80
H95 -4.49 1.02 -3.61
H96 -3.54 0.76 -5.17
H97 -3.21 2.08 -4.03
C39 0.02 -1.95 -9.88
O15 1.28 -2.60 -9.92
C40 2.14 -2.40 -8.75
C41 2.88 -1.02 -8.85
O16 2.06 0.08 -8.46
C42 2.81 1.20 -8.49
C43 1.98 2.41 -8.08
O17 2.60 3.67 -8.48
C44 1.67 4.77 -8.41
H98 0.26 -0.89 -9.97
H99 -0.55 -2.16 -8.98
H100 -0.53 -2.26 -10.77
H101 2.87 -3.20 -8.82
H102 1.62 -2.49 -7.80
H103 3.14 -0.95 -9.90
H104 3.78 -1.10 -8.23
H105 3.05 1.54 -9.49
H106 3.70 1.21 -7.86
H107 1.67 2.35 -7.04
H108 1.01 2.31 -8.56
H109 1.52 4.85 -7.34
H110 0.78 4.51 -9.00
H111 2.08 5.68 -8.86
C45 1.06 2.47 9.84
O18 0.27 1.67 10.74
C46 -1.08 2.21 10.97
C47 -2.26 1.26 11.04
O19 -2.20 0.39 12.21
C48 -1.20 -0.57 12.16
C49 -1.06 -1.57 13.35
O20 -2.06 -2.57 13.25
C50 -2.11 -3.45 14.34
H112 0.60 2.46 8.85
H113 2.05 2.11 9.59
H114 1.03 3.50 10.22
H115 -1.33 2.84 10.12
H116 -1.15 2.80 11.88
H117 -2.33 0.68 10.12
H118 -3.22 1.78 11.11
H119 -0.19 -0.23 11.92
H120 -1.47 -1.23 11.33
H121 -1.06 -1.07 14.32
H122 -0.10 -2.07 13.21
H123 -2.85 -4.24 14.37
H124 -2.27 -2.96 15.30
H125 -1.16 -3.97 14.44

## Properties
* SMILES: COC[C@H](C)N.COC[C@H](C)N.COC[C@H](C)N.COC[C@H](C)N.COC[C@H](C)N.COCCOCCOC.COCCOCCOC.COCCOCCOC.COCCOCCOC.COCCOCCOC
* E_HOMO: -8.99 eV
* calculated total energy: -102259.14841 eV
* energy above the lowest of the compared OMol25 structures with the same formula, charge and spin: 5.824 eV
* 2S+1: 1
* net charge: 0

Mulliken atomic charge list, values in e, 6 entries: C -0.697; O -0.314; C -0.608; C 0.338; C -1.225; N -0.665


No. 2
Here is a structure of composition C50H132F6HgN13O16S2 in a non-equilibrium geometry from OMol25. Energies are from ωB97M-V/def2-TZVPD.

CARTESIAN COORDINATES (ANGSTROEM)
Hg1 25.10 -11.03 3.57
C1 29.22 -10.15 1.38
F1 30.41 -9.52 1.39
F2 28.44 -9.84 0.33
F3 29.45 -11.46 1.37
S1 28.21 -9.73 2.99
O1 29.14 -9.21 3.99
O2 27.13 -8.83 2.54
N1 27.29 -11.15 3.57
S2 28.32 -12.02 4.39
O3 29.73 -11.92 4.06
O4 27.99 -11.93 5.81
C2 27.74 -13.78 3.80
F4 28.04 -13.81 2.52
F5 28.54 -14.70 4.36
F6 26.43 -13.96 4.07
C3 31.76 -9.02 8.13
C4 30.64 -9.24 7.18
C5 29.27 -9.38 7.83
O5 29.24 -10.52 8.77
C6 28.25 -10.37 9.78
N2 30.72 -8.05 6.30
H1 31.83 -9.80 8.89
H2 31.86 -8.09 8.70
H3 32.72 -9.13 7.63
H4 30.85 -10.14 6.59
H5 28.50 -9.52 7.08
H6 29.06 -8.44 8.36
H7 28.56 -9.64 10.53
H8 28.22 -11.37 10.20
H9 27.29 -10.00 9.44
H10 31.65 -7.92 5.94
H11 30.12 -8.15 5.50
C7 25.69 -16.46 6.09
C8 24.59 -17.40 6.43
C9 23.70 -16.94 7.64
O6 24.51 -16.75 8.86
C10 24.70 -18.01 9.57
N3 23.76 -17.73 5.25
H12 26.36 -16.46 6.95
H13 25.37 -15.45 5.84
H14 26.31 -16.72 5.23
H15 25.09 -18.32 6.71
H16 22.84 -17.60 7.79
H17 23.27 -15.96 7.45
H18 25.18 -17.81 10.52
H19 25.28 -18.74 9.01
H20 23.69 -18.35 9.82
H21 23.21 -18.57 5.27
H22 23.06 -17.01 5.18
C11 24.44 -16.71 -2.00
C12 25.33 -15.89 -2.90
C13 26.83 -16.01 -2.58
O7 27.07 -15.74 -1.22
C14 28.43 -15.66 -0.84
N4 25.11 -16.29 -4.26
H23 23.47 -16.78 -2.48
H24 24.27 -16.16 -1.08
H25 24.79 -17.74 -1.86
H26 25.12 -14.82 -2.88
H27 27.36 -15.28 -3.18
H28 27.33 -16.97 -2.74
H29 28.46 -15.65 0.25
H30 28.91 -14.76 -1.23
H31 28.98 -16.55 -1.12
H32 25.49 -17.22 -4.36
H33 25.71 -15.69 -4.80
C15 25.23 -13.77 0.23
C16 25.27 -12.63 1.25
C17 24.79 -11.29 0.62
O8 24.88 -10.15 1.56
C18 24.57 -9.04 0.73
N5 24.36 -12.94 2.34
H34 25.82 -13.49 -0.65
H35 24.22 -13.97 -0.12
H36 25.70 -14.58 0.79
H37 26.28 -12.53 1.64
H38 23.77 -11.40 0.25
H39 25.45 -11.16 -0.24
H40 24.56 -8.14 1.34
H41 23.58 -9.02 0.26
H42 25.31 -8.89 -0.06
H43 24.42 -13.92 2.57
H44 23.47 -12.83 1.87
C19 27.14 -9.62 -2.62
C20 27.37 -8.19 -3.29
C21 28.45 -8.35 -4.43
O9 28.56 -7.17 -5.25
C22 29.12 -6.10 -4.53
N6 26.12 -7.75 -3.90
H45 26.41 -9.71 -1.82
H46 28.07 -9.97 -2.17
H47 26.82 -10.45 -3.25
H48 27.66 -7.46 -2.54
H49 28.14 -9.12 -5.13
H50 29.46 -8.57 -4.08
H51 29.98 -6.35 -3.91
H52 28.40 -5.61 -3.87
H53 29.52 -5.32 -5.18
H54 26.49 -7.03 -4.51
H55 25.89 -8.43 -4.61
C23 35.25 -10.10 3.16
C24 34.07 -10.68 3.99
C25 32.81 -9.83 3.86
O10 33.20 -8.52 4.29
C26 32.57 -7.44 3.60
N7 33.89 -12.01 3.56
H56 36.17 -10.58 3.48
H57 35.44 -9.03 3.21
H58 35.16 -10.34 2.10
H59 34.54 -10.69 4.97
H60 31.98 -10.18 4.47
H61 32.46 -9.85 2.82
H62 32.81 -6.42 3.90
H63 31.48 -7.46 3.54
H64 32.98 -7.39 2.59
H65 34.87 -12.27 3.49
H66 33.48 -12.73 4.13
C27 33.37 -12.35 7.14
C28 32.40 -13.41 6.72
C29 31.02 -13.09 7.32
O11 30.20 -14.24 7.18
C30 29.14 -14.41 8.09
N8 32.21 -13.55 5.28
H67 33.03 -11.39 6.75
H68 34.39 -12.53 6.80
H69 33.41 -12.29 8.22
H70 32.84 -14.37 7.00
H71 30.56 -12.23 6.85
H72 31.14 -12.77 8.36
H73 28.52 -13.51 8.14
H74 29.61 -14.50 9.07
H75 28.42 -15.23 8.00
H76 31.46 -12.89 5.15
H77 31.75 -14.44 5.11
C31 33.24 -10.27 -5.73
C32 33.41 -9.13 -4.67
C33 32.62 -9.41 -3.34
O12 32.78 -8.33 -2.44
C34 32.12 -8.58 -1.18
N9 34.85 -8.99 -4.57
H78 33.91 -10.04 -6.56
H79 32.21 -10.33 -6.10
H80 33.52 -11.21 -5.26
H81 33.16 -8.12 -5.00
H82 32.99 -10.32 -2.88
H83 31.58 -9.51 -3.64
H84 32.22 -9.61 -0.82
H85 31.10 -8.35 -1.47
H86 32.47 -7.97 -0.34
H87 35.32 -9.88 -4.59
H88 35.00 -8.57 -3.67
C35 25.62 -5.10 3.07
C36 26.21 -4.88 4.42
C37 25.12 -4.54 5.47
O13 24.36 -3.38 5.13
C38 23.17 -3.13 5.86
N10 26.81 -6.18 4.73
H89 26.39 -5.40 2.36
H90 25.28 -4.13 2.72
H91 24.86 -5.87 2.99
H92 27.02 -4.15 4.43
H93 25.54 -4.53 6.48
H94 24.45 -5.41 5.49
H95 22.52 -3.99 5.70
H96 22.64 -2.20 5.68
H97 23.31 -3.09 6.94
H98 27.53 -6.09 5.43
H99 27.20 -6.46 3.84
C39 29.79 -17.71 6.85
C40 30.91 -17.73 5.85
C41 30.59 -18.65 4.62
O14 30.34 -20.01 4.79
C42 31.38 -20.88 5.16
N11 31.15 -16.39 5.41
H100 28.95 -17.14 6.44
H101 30.10 -17.36 7.83
H102 29.43 -18.73 7.00
H103 31.80 -18.12 6.35
H104 31.31 -18.56 3.81
H105 29.70 -18.23 4.14
H106 31.89 -20.59 6.08
H107 32.12 -20.88 4.35
H108 30.80 -21.80 5.23
H109 30.36 -16.20 4.82
H110 31.05 -15.76 6.20
C43 25.08 -8.67 7.38
C44 25.26 -9.81 6.26
C45 24.25 -10.96 6.50
O15 24.53 -11.99 5.54
C46 23.60 -12.99 5.63
N12 24.99 -9.17 5.02
H111 25.42 -8.91 8.39
H112 24.05 -8.42 7.63
H113 25.69 -7.81 7.10
H114 26.27 -10.19 6.19
H115 23.23 -10.60 6.37
H116 24.36 -11.33 7.52
H117 22.64 -12.58 5.30
H118 23.61 -13.42 6.64
H119 23.89 -13.83 4.99
H120 25.45 -8.27 4.92
H121 24.12 -8.71 5.23
C47 29.26 -6.40 1.05
C48 30.21 -5.42 0.39
C49 29.43 -4.37 -0.41
O16 30.38 -3.46 -1.02
C50 29.75 -2.40 -1.72
N13 31.05 -4.93 1.51
H122 28.56 -6.67 0.26
H123 28.63 -6.06 1.87
H124 29.71 -7.34 1.38
H125 30.90 -5.93 -0.29
H126 28.77 -3.80 0.25
H127 28.83 -4.81 -1.22
H128 30.43 -1.86 -2.37
H129 29.32 -1.71 -1.00
H130 28.95 -2.70 -2.40
H131 30.53 -4.16 1.90
H132 31.84 -4.52 1.04

## Properties
* E_HOMO (alpha / beta): -4.38 / -7.96 eV
* calculated total energy: -148257.97837 eV
* ⟨S²⟩: 0.7524
* 2S+1: 2
* net charge: 0

Mulliken atomic charge list, values in e, 6 entries: Hg 0.325; C -0.062; F 0.160; F 0.033; F -0.022; S -0.566


> calculated total energy of number 2 (C50H132F6HgN13O16S2)?

-148257.97837 eV


> Number 2 is which compound?

C50H132F6HgN13O16S2